No. 1
Density functional theory data (wB97M-V/def2-TZVPD) for a structure of composition C21H40F3N6O9SV at a distorted geometry.

Its spin multiplicity is 3. As for the expectation value of S²: 2.0127. For the lowest unoccupied orbital energy (alpha / beta), the calculation gives -0.0381 / -0.0150 Ha. Its total charge is 0. The energy above the lowest of the compared OMol25 structures with the same formula, charge and spin is 0.0000 eV.

Element x y z (Å)
V1 0.791 0.394 -2.850
N1 -0.764 0.157 -0.764
O1 -1.342 -0.031 0.252
O2 -0.735 -0.675 -1.745
O3 -0.015 1.158 -1.000
N2 1.801 2.871 -2.882
O4 2.272 3.951 -2.738
O5 0.620 2.642 -3.270
O6 2.425 1.791 -2.549
C1 -0.443 1.689 -6.585
F1 -1.722 1.569 -6.885
F2 0.292 1.643 -7.684
F3 -0.234 2.818 -5.946
S1 0.037 0.280 -5.516
O7 -0.044 -0.897 -6.312
O8 1.382 0.550 -4.946
O9 -0.773 0.316 -4.269
N3 -0.018 5.929 1.272
C2 -0.087 4.791 0.520
C3 -0.911 3.919 1.171
C4 -1.339 4.546 2.372
C5 -0.766 5.788 2.414
H1 0.482 6.767 1.042
H2 0.388 4.748 -0.445
H3 -1.163 2.930 0.828
H4 -1.969 4.121 3.137
H5 -0.861 6.622 3.087
N4 0.189 -3.704 0.868
C6 0.053 -2.616 1.683
C7 1.284 -2.382 2.241
C8 2.187 -3.353 1.732
C9 1.478 -4.158 0.885
H6 -0.541 -4.151 0.342
H7 -0.879 -2.105 1.839
H8 1.535 -1.519 2.837
H9 3.240 -3.399 1.958
H10 1.713 -4.993 0.246
C10 4.548 -1.981 -3.453
C11 3.424 -0.948 -3.447
N5 2.126 -1.310 -2.849
C12 2.343 -1.729 -1.425
C13 2.901 -0.604 -0.552
C14 1.574 -2.494 -3.559
C15 0.172 -2.966 -3.175
H11 5.414 -1.488 -3.896
H12 4.290 -2.894 -3.977
H13 4.904 -2.202 -2.441
H14 3.800 -0.001 -3.057
H15 3.265 -0.634 -4.483
H16 1.383 -2.010 -0.999
H17 3.028 -2.574 -1.365
H18 2.995 -0.935 0.479
H19 3.855 -0.208 -0.892
H20 2.187 0.227 -0.527
H21 2.275 -3.330 -3.491
H22 1.528 -2.294 -4.636
H23 0.036 -3.097 -2.102
H24 0.046 -3.960 -3.605
H25 -0.597 -2.301 -3.559
C16 -3.899 2.293 5.182
C17 -3.890 1.384 3.963
N6 -3.075 0.187 4.152
C18 -3.332 -0.812 3.100
C19 -3.649 -2.174 3.713
C20 -1.663 0.491 4.278
C21 -0.830 -0.648 4.881
H26 -4.686 3.048 5.144
H27 -2.952 2.771 5.420
H28 -4.178 1.677 6.047
H29 -4.922 1.043 3.854
H30 -3.603 1.937 3.054
H31 -2.465 -0.861 2.434
H32 -4.198 -0.514 2.506
H33 -3.854 -2.916 2.931
H34 -4.529 -2.098 4.349
H35 -2.814 -2.564 4.296
H36 -1.176 0.809 3.335
H37 -1.548 1.345 4.944
H38 -1.259 -0.948 5.835
H39 -0.709 -1.482 4.193
H40 0.167 -0.235 5.062

No. 2
Density functional theory data (wB97M-V/def2-TZVPD) for a cluster of 2 separate species, C21H40F5N3O3S in total at a distorted geometry.

Its spin multiplicity is 2. As for the expectation value of S²: 0.7539. For the lowest unoccupied orbital energy (alpha / beta), the calculation gives -0.0821 / -0.0821 Ha. Its total charge is +1.

Element x y z (Å)
C1 2.604 -0.706 4.017
C2 2.169 0.646 3.444
N1 1.683 0.404 2.079
C3 1.932 1.445 1.120
S1 0.563 1.271 -0.128
O1 0.694 -0.053 -0.672
O2 0.634 2.256 -1.163
C4 -1.102 1.266 0.721
F1 -1.116 1.982 1.803
F2 -1.308 0.015 1.101
C5 -2.284 1.642 -0.229
F3 -2.571 2.897 -0.099
F4 -3.349 0.952 0.153
F5 -2.054 1.319 -1.460
C6 1.810 2.875 1.685
C7 3.125 3.648 1.988
C8 3.026 4.089 3.481
C9 3.153 4.963 1.189
N2 4.347 2.845 1.876
O3 5.414 3.528 2.058
C10 4.478 1.987 0.680
C11 5.569 0.940 1.032
C12 4.998 2.699 -0.573
C13 3.211 1.191 0.284
H1 3.450 -1.037 3.413
H2 1.830 -1.458 3.911
H3 2.976 -0.619 5.030
H4 3.041 1.291 3.501
H5 1.337 0.982 4.059
H6 2.002 -0.490 1.735
H7 1.167 2.908 2.551
H8 1.287 3.452 0.931
H9 2.527 5.048 3.500
H10 2.486 3.371 4.089
H11 4.011 4.226 3.918
H12 3.682 5.709 1.771
H13 2.160 5.366 1.028
H14 3.653 4.898 0.228
H15 5.495 0.703 2.089
H16 6.561 1.318 0.819
H17 5.444 0.023 0.465
H18 5.914 3.249 -0.400
H19 5.243 1.909 -1.279
H20 4.240 3.292 -1.071
H21 2.983 1.440 -0.750
H22 3.382 0.126 0.284
C14 -1.681 -1.852 -2.048
C15 -2.341 -2.677 -0.948
C16 -3.207 -3.833 -1.413
N3 -4.466 -3.451 -2.158
C17 -5.145 -2.271 -1.545
C18 -4.213 -3.202 -3.651
C19 -4.979 -4.286 -4.395
C20 -6.128 -4.620 -3.458
C21 -5.434 -4.636 -2.114
H23 -2.411 -1.341 -2.680
H24 -1.050 -1.088 -1.598
H25 -1.047 -2.475 -2.682
H26 -2.902 -2.022 -0.279
H27 -1.550 -3.107 -0.329
H28 -3.535 -4.396 -0.538
H29 -2.652 -4.514 -2.059
H30 -4.537 -1.385 -1.706
H31 -5.278 -2.461 -0.483
H32 -6.110 -2.142 -2.029
H33 -4.588 -2.210 -3.893
H34 -3.147 -3.244 -3.845
H35 -4.343 -5.162 -4.542
H36 -5.313 -3.955 -5.376
H37 -6.599 -5.573 -3.690
H38 -6.898 -3.846 -3.492
H39 -4.840 -5.541 -1.999
H40 -6.098 -4.518 -1.261

No. 3
Density functional theory data (wB97M-V/def2-TZVPD) for a structure of composition C21H40F9O23S2V3 at a distorted geometry.

Its spin multiplicity is 2. As for the expectation value of S²: 0.7549. For the lowest unoccupied orbital energy (alpha / beta), the calculation gives -0.1779 / -0.2970 Ha. Its total charge is +1.

Element x y z (Å)
O1 -0.883 -4.586 1.717
V1 -1.779 -3.401 2.379
O2 -1.449 -3.355 3.938
O3 3.464 -0.704 2.561
V2 2.439 0.056 1.558
O4 3.155 0.306 0.152
O5 -0.390 -2.624 -3.152
V3 -0.935 -1.265 -2.555
O6 -0.205 -0.146 -3.454
C1 -3.928 -4.583 -1.997
F1 -4.393 -4.227 -3.193
F2 -4.805 -5.439 -1.385
F3 -2.770 -5.234 -2.118
S1 -3.563 -3.029 -0.891
O7 -2.633 -2.202 -1.659
O8 -4.849 -2.372 -0.761
O9 -2.984 -3.546 0.383
S2 0.081 -1.059 0.870
O10 1.309 -1.687 1.275
O11 0.418 0.321 1.244
O12 -0.122 -1.109 -0.580
O13 -0.984 -1.668 1.647
C2 2.977 -1.623 -2.697
O14 3.369 -2.363 -1.606
C3 2.504 -3.484 -1.350
C4 2.770 -4.054 0.070
O15 3.633 -5.149 -0.106
C5 3.873 -5.815 1.109
H1 2.869 -2.237 -3.592
H2 3.774 -0.940 -2.991
H3 2.063 -1.057 -2.515
H4 2.491 -4.307 -2.065
H5 1.495 -3.076 -1.397
H6 1.781 -4.296 0.459
H7 3.276 -3.349 0.729
H8 4.601 -5.211 1.650
H9 4.354 -6.760 0.854
H10 2.985 -5.959 1.724
C6 -2.895 0.851 -0.776
O16 -2.266 0.585 -2.025
C7 -3.114 1.039 -3.129
C8 -3.630 -0.193 -3.946
O17 -2.657 -1.026 -4.543
C9 -3.144 -1.846 -5.595
H11 -3.941 0.547 -0.750
H12 -2.611 1.845 -0.432
H13 -2.478 0.171 -0.033
H14 -2.375 1.553 -3.744
H15 -3.882 1.794 -2.964
H16 -4.353 0.112 -4.703
H17 -4.183 -0.797 -3.226
H18 -4.024 -2.365 -5.216
H19 -2.385 -2.572 -5.890
H20 -3.337 -1.232 -6.475
C10 3.662 3.284 1.585
O18 3.273 2.250 2.473
C11 2.547 2.799 3.502
C12 2.234 1.702 4.506
O19 1.540 0.638 3.876
C13 1.158 -0.397 4.852
H21 4.239 2.749 0.831
H22 4.345 4.013 2.021
H23 2.800 3.709 1.070
H24 1.646 3.230 3.064
H25 3.153 3.591 3.942
H26 1.629 2.131 5.304
H27 3.185 1.417 4.957
H28 0.549 -0.091 5.703
H29 2.085 -0.750 5.303
H30 0.797 -1.295 4.351
C14 -1.851 1.392 4.497
C15 -1.357 1.880 3.085
O20 -1.925 3.082 2.719
C16 -3.083 3.125 2.194
O21 -4.071 2.336 2.284
C17 -3.305 4.429 1.400
F4 -4.084 4.231 0.279
F5 -3.942 5.304 2.155
F6 -2.173 5.024 0.994
H31 -1.367 0.445 4.740
H32 -2.919 1.177 4.465
H33 -1.635 2.158 5.242
H34 -1.659 1.092 2.396
H35 -0.271 1.886 2.984
C18 0.466 4.454 -0.565
C19 0.761 2.964 -0.883
O22 1.284 2.805 -2.227
C20 2.614 2.943 -2.510
O23 3.523 3.176 -1.746
C21 2.933 2.673 -4.003
F7 3.453 1.486 -4.216
F8 1.768 2.710 -4.712
F9 3.814 3.712 -4.345
H36 0.297 4.622 0.498
H37 -0.472 4.695 -1.065
H38 1.312 5.086 -0.836
H39 -0.134 2.344 -0.833
H40 1.449 2.560 -0.140

No. 4
Density functional theory data (wB97M-V/def2-TZVPD) for a structure of composition C21H40I2MgN3PSbSe4 at a distorted geometry.

For the lowest unoccupied orbital energy, the calculation gives 0.0539 Ha. Its total charge is -1. The energy above the lowest of the compared OMol25 structures with the same formula, charge and spin is 0.4377 eV.

Element x y z (Å)
Mg1 -1.654 0.350 0.838
C1 -0.904 -2.452 1.667
C2 0.147 -1.506 2.322
N1 -0.492 -0.258 2.771
C3 -1.347 -0.475 3.948
C4 -2.618 0.377 3.909
N2 -3.114 0.530 2.544
C5 -4.059 -0.532 2.119
C6 -3.337 -1.868 1.899
N3 -2.060 -1.715 1.152
H1 -0.437 -2.988 0.839
H2 -1.230 -3.210 2.385
H3 0.658 -2.030 3.137
H4 0.893 -1.212 1.589
H5 0.215 0.436 2.985
H6 -1.618 -1.529 3.970
H7 -0.793 -0.265 4.867
H8 -3.376 -0.083 4.552
H9 -2.396 1.370 4.298
H10 -3.573 1.428 2.451
H11 -4.866 -0.671 2.847
H12 -4.497 -0.216 1.173
H13 -3.136 -2.362 2.853
H14 -3.998 -2.517 1.317
H15 -2.285 -2.052 0.196
I1 -0.932 3.718 2.846
C7 -2.131 4.525 1.230
I2 -2.923 2.770 -0.189
H16 -1.460 5.208 0.714
H17 -2.924 5.070 1.736
C8 -0.126 1.124 -3.091
C9 0.787 -0.013 -2.619
C10 -0.021 -1.316 -2.535
C11 1.923 -0.213 -3.621
P1 1.322 0.303 -0.849
C12 2.712 -0.907 -0.727
C13 4.018 -0.677 -1.167
C14 4.995 -1.655 -1.074
C15 4.694 -2.900 -0.539
C16 3.402 -3.158 -0.116
C17 2.429 -2.172 -0.215
C18 2.095 2.018 -0.666
C19 2.873 1.986 0.654
C20 0.921 2.992 -0.488
C21 2.966 2.577 -1.793
H18 -0.662 0.796 -3.985
H19 0.445 2.022 -3.337
H20 -0.888 1.378 -2.354
H21 -0.464 -1.543 -3.506
H22 -0.855 -1.245 -1.836
H23 0.613 -2.158 -2.240
H24 1.475 -0.366 -4.606
H25 2.521 -1.094 -3.388
H26 2.590 0.648 -3.689
H27 4.282 0.271 -1.606
H28 5.994 -1.446 -1.436
H29 5.457 -3.664 -0.469
H30 3.143 -4.128 0.290
H31 1.418 -2.412 0.082
H32 2.228 1.666 1.478
H33 3.228 2.993 0.892
H34 3.734 1.318 0.616
H35 0.177 2.616 0.213
H36 0.409 3.191 -1.428
H37 1.293 3.940 -0.089
H38 3.921 2.069 -1.909
H39 3.191 3.623 -1.560
H40 2.448 2.563 -2.749
Se1 -3.393 -3.304 -1.481
Sb1 -4.229 -1.471 -2.925
Se2 -3.261 0.317 -1.210
Se3 -6.596 -1.155 -2.921
Se4 -2.966 -1.258 -4.963

No. 5
Density functional theory data (wB97M-V/def2-TZVPD) for a cluster of 4 separate species, C21H40N3O8S4 in total at a distorted geometry.

For the lowest unoccupied orbital energy, the calculation gives 0.0795 Ha. Its total charge is -1.

Element x y z (Å)
O1 2.891 -5.798 -0.112
C1 2.508 -4.867 -1.225
C2 2.466 -3.345 -0.577
C3 2.575 -2.227 -1.797
N1 1.438 -1.246 -1.620
C4 1.749 -0.179 -0.595
C5 0.636 -0.009 0.597
C6 -0.759 -0.838 0.375
C7 -1.634 -0.397 -0.939
S1 -3.451 -0.802 -0.503
C8 -3.728 -2.565 -1.110
N2 -2.656 -3.665 -1.114
N3 -3.241 -4.806 -1.673
C9 -4.691 -4.418 -2.008
O2 -5.051 -3.018 -1.651
H1 2.634 -5.256 0.714
H2 1.478 -5.198 -1.705
H3 3.311 -4.881 -2.103
H4 3.342 -3.168 0.181
H5 1.403 -3.165 -0.082
H6 2.387 -2.828 -2.806
H7 3.639 -1.748 -1.889
H8 1.890 0.865 -1.156
H9 2.789 -0.478 -0.095
H10 1.136 -0.459 1.583
H11 0.454 1.141 0.841
H12 -0.568 -2.001 0.411
H13 -1.443 -0.597 1.323
H14 -1.487 0.715 -1.278
H15 -1.266 -1.072 -1.838
H16 -5.501 -5.099 -2.511
C10 -0.631 5.580 2.273
C11 0.043 5.653 3.642
C12 0.655 4.282 3.926
S2 1.029 3.563 2.334
O3 0.188 2.400 2.145
O4 2.467 3.517 2.158
C13 0.373 4.899 1.355
H17 -0.906 6.572 1.903
H18 -1.545 4.978 2.342
H19 0.834 6.412 3.620
H20 -0.665 5.940 4.427
H21 1.573 4.365 4.513
H22 -0.055 3.625 4.436
H23 -0.077 4.507 0.441
H24 1.201 5.571 1.109
C14 -6.541 -1.592 4.103
C15 -6.409 -1.024 2.691
C16 -6.215 0.486 2.821
S3 -5.433 0.755 4.404
O5 -6.354 1.480 5.255
O6 -4.067 1.189 4.194
C17 -5.422 -0.953 4.911
H25 -6.469 -2.684 4.109
H26 -7.515 -1.314 4.523
H27 -5.534 -1.467 2.200
H28 -7.283 -1.258 2.076
H29 -5.573 0.879 2.028
H30 -7.172 1.014 2.821
H31 -5.577 -1.024 5.989
H32 -4.450 -1.376 4.641
C18 5.382 1.639 -5.316
C19 6.577 0.707 -5.510
C20 6.507 -0.361 -4.420
S4 4.778 -0.540 -4.006
O7 4.583 -0.096 -2.642
O8 4.305 -1.825 -4.479
C21 4.180 0.731 -5.104
H33 5.239 2.301 -6.176
H34 5.541 2.265 -4.430
H35 6.513 0.233 -6.497
H36 7.526 1.252 -5.469
H37 6.897 -1.320 -4.771
H38 7.041 -0.049 -3.519
H39 3.329 1.243 -4.654
H40 3.880 0.250 -6.040

No. 6
Density functional theory data (wB97M-V/def2-TZVPD) for a cluster of 5 separate species, C21H40NO18S6 in total at a distorted geometry.

For the lowest unoccupied orbital energy, the calculation gives 0.0577 Ha. Its total charge is -1.

Element x y z (Å)
C1 3.630 -2.574 2.848
C2 3.121 -1.196 2.395
C3 1.871 -0.738 3.126
C4 2.028 -0.408 4.597
N1 0.711 0.007 5.128
C5 -0.007 -1.055 5.867
C6 -1.004 -1.844 5.025
C7 -0.371 -2.981 4.188
C8 -0.727 -2.920 2.696
C9 0.188 -3.836 1.843
O1 -0.359 -4.774 1.243
O2 1.413 -3.512 1.858
C10 0.775 1.224 5.837
S1 1.560 1.483 7.249
S2 0.034 2.579 5.042
C11 -0.946 1.884 3.706
C12 -0.663 2.567 2.362
C13 -1.883 2.490 1.446
H1 3.141 -2.893 3.767
H2 4.706 -2.552 3.040
H3 3.426 -3.333 2.099
H4 2.836 -1.259 1.344
H5 3.902 -0.431 2.460
H6 1.484 0.169 2.649
H7 1.131 -1.521 2.969
H8 2.436 -1.241 5.176
H9 2.736 0.419 4.687
H10 -0.540 -0.572 6.688
H11 0.707 -1.736 6.340
H12 -1.725 -2.281 5.720
H13 -1.566 -1.175 4.369
H14 -0.761 -3.936 4.546
H15 0.716 -2.967 4.266
H16 -0.589 -1.888 2.354
H17 -1.771 -3.191 2.536
H18 -0.728 0.823 3.609
H19 -2.001 1.961 3.975
H20 -0.417 3.618 2.522
H21 0.175 2.027 1.920
H22 -1.635 2.901 0.468
H23 -2.703 3.059 1.882
H24 -2.200 1.454 1.329
C14 -5.758 3.477 -2.402
C15 -4.244 3.470 -2.480
O3 -3.845 3.211 -1.131
S3 -4.877 2.240 -0.414
O4 -4.397 0.909 -0.488
O5 -5.254 2.825 0.822
O6 -6.063 2.417 -1.479
H25 -6.141 4.415 -1.995
H26 -6.233 3.273 -3.357
H27 -3.825 4.416 -2.801
H28 -3.873 2.669 -3.117
C16 1.340 1.744 -3.456
C17 1.007 2.186 -2.047
O7 0.521 3.541 -2.220
S4 -0.249 3.659 -3.599
O8 -1.648 3.507 -3.377
O9 0.238 4.789 -4.309
O10 0.285 2.322 -4.256
H29 2.292 2.158 -3.793
H30 1.343 0.669 -3.573
H31 1.865 2.188 -1.383
H32 0.208 1.586 -1.611
C18 -2.082 0.955 -7.062
C19 -1.887 -0.301 -7.889
O11 -0.931 -1.060 -7.138
S5 -1.147 -0.814 -5.573
O12 -1.926 -1.855 -5.016
O13 0.109 -0.450 -5.019
O14 -2.063 0.486 -5.710
H33 -1.260 1.662 -7.198
H34 -3.028 1.451 -7.259
H35 -1.491 -0.103 -8.880
H36 -2.809 -0.880 -7.969
C20 4.070 -3.855 -2.510
C21 4.104 -3.657 -1.006
O15 4.554 -2.295 -0.863
S6 3.992 -1.407 -2.049
O16 2.799 -0.756 -1.641
O17 5.061 -0.667 -2.623
O18 3.573 -2.606 -3.018
H37 5.067 -4.026 -2.921
H38 3.403 -4.657 -2.813
H39 4.801 -4.320 -0.503
H40 3.115 -3.750 -0.551

Record-wise energy values, in Ha: -3471.496601, -2111.326858, -7081.544479, -11971.431741, -3182.708995, -4622.340918